Entry P
ORCA calculation (wB97M-V/def2-TZVPD) on 2 unconnected molecules or ions with the total composition C3H8O2S2.

As for the HOMO-LUMO gap (spin up / spin down): 7.39 / 7.95 eV. The HOMO energy (spin up / spin down) is -8.401 / -8.551 eV.

Geometry (Å):
C: 1.099 -1.696 0.789
C: 0.182 2.119 0.068
C: -1.092 -1.040 -0.763
O: 1.298 -0.645 -1.718
O: -2.474 2.054 0.263
S: 0.490 -1.680 -1.029
S: -1.288 1.408 0.805
H: 2.268 -1.884 0.763
H: 0.335 -2.284 1.414
H: 1.003 -0.659 1.112
H: 0.596 1.258 -0.595
H: 0.887 2.353 0.860
H: 0.053 2.975 -0.489
H: -1.831 -0.723 -1.588
H: -1.526 -1.555 0.108



Entry Q
ORCA calculation (wB97M-V/def2-TZVPD) on 2 unconnected molecules or ions with the total composition C3H8O2S2.

As for the HOMO-LUMO gap: 9.74 eV. The HOMO energy is -9.315 eV. As for the structure (SMILES): O=CCCSS.O.

Geometry (Å):
C: -0.566 -0.593 1.274
C: -1.667 -1.535 0.922
O: -2.547 -1.265 0.146
C: 0.776 -0.964 0.622
S: 1.928 0.424 0.614
S: 1.251 1.459 -0.994
H: -0.853 0.402 0.909
H: -0.479 -0.508 2.357
H: -1.680 -2.516 1.436
H: 1.275 -1.809 1.121
H: 0.602 -1.284 -0.392
H: 0.378 2.238 -0.403
H: -2.202 -0.003 -0.684
H: -2.528 -0.027 -2.148
O: -1.898 0.364 -1.533



Verdict on stability: entry P comes out at the bottom.



Entry P
ORCA calculation (wB97M-V/def2-TZVPD) on a molecular structure, C3H3Br2F.

As for the HOMO-LUMO gap (spin up / spin down): 9.11 / 6.92 eV. The HOMO energy (spin up / spin down) is -9.008 / -8.108 eV.

Geometry (Å):
C: -0.681 1.497 0.512
C: -1.431 0.557 0.128
C: 0.820 -1.261 -0.517
F: 0.938 -1.490 -1.836
Br: 2.186 -0.051 0.063
Br: 0.804 -2.913 0.466
H: -0.981 2.489 0.824
H: 0.425 1.385 0.551
H: -2.081 -0.212 -0.190



Entry Q
ORCA calculation (wB97M-V/def2-TZVPD) on a molecular structure, C3H3Br2F.

As for the HOMO-LUMO gap: 9.62 eV. The HOMO energy is -9.041 eV.

Geometry (Å):
C: 0.841 0.236 -0.183
C: 0.072 -0.522 0.864
C: -0.622 0.329 -0.536
F: 0.028 -1.856 0.787
Br: -1.354 -0.794 -1.883
Br: -1.574 1.935 -0.175
H: 1.326 1.149 0.148
H: 1.454 -0.352 -0.855
H: -0.173 -0.123 1.833



Entry R
ORCA calculation (wB97M-V/def2-TZVPD) on 2 unconnected molecules or ions with the total composition C3H3Br2F.

As for the HOMO-LUMO gap (spin up / spin down): 7.72 / 6.63 eV. The HOMO energy (spin up / spin down) is -10.007 / -9.516 eV.

Geometry (Å):
C: -0.020 0.716 0.203
C: -0.150 -0.600 0.213
C: 0.328 -1.982 0.179
F: 0.181 -2.618 1.351
Br: -2.955 -1.311 -0.138
Br: 2.416 -1.545 -0.263
H: -0.758 1.489 0.215
H: 0.932 1.255 0.148
H: -0.040 -2.695 -0.511



Entry S
ORCA calculation (wB97M-V/def2-TZVPD) on 2 unconnected molecules or ions with the total composition C3H3Br2F.

As for the HOMO-LUMO gap (spin up / spin down): 7.04 / 7.16 eV. The HOMO energy (spin up / spin down) is -9.416 / -9.008 eV.

Geometry (Å):
C: -1.763 0.517 0.900
C: 0.351 0.779 -0.515
C: 0.830 -0.523 -0.589
F: 0.011 -1.565 -0.328
Br: 1.236 2.246 0.053
Br: 2.630 -1.171 0.625
H: -1.975 -0.497 0.936
H: -2.642 0.970 0.494
H: 1.323 -0.755 -1.575



Verdict on stability: entry S comes out at the bottom.